144
Properties=species:S:1:pos:R:3:lowdin_charge:R:1 method="wB97M-V/def2-TZVPD" e_homo_ev=-8.730 fmax_ev_per_a=3.862 charge=0 e_tot_ha=-4370.8995 orbital_gap_ev=9.18 smiles="FC(F)C(F)(F)COC(F)(F)C(F)F.FC(F)C(F)(F)COC(F)(F)C(F)F.CNC(C)=O.CNC(C)=O.CNC(C)=O.CNC(C)=O.CNC(C)=O.CNC(C)=O.CNC(C)=O.CNC(C)=O.CNC(C)=O"
C 3.5960 4.7415 0.9819 -0.0566
C 3.1484 4.1188 -0.3148 -0.4843
C 1.6897 3.6624 -0.2943 -0.3584
F 1.2294 3.5557 -1.5289 0.1256
F 1.6097 2.4970 0.3056 0.1273
F 3.2990 5.0332 -1.2326 0.1703
F 3.9210 3.0261 -0.5839 0.1139
O 3.2166 4.0434 2.1369 0.0697
C 2.4980 4.7259 3.0335 -0.5121
C 2.2353 4.0430 4.4288 -0.2304
F 3.4405 3.6894 4.9613 0.0809
F 1.6782 4.9914 5.2449 0.0833
F 3.0407 5.9627 3.2865 0.1252
F 1.2340 4.9159 2.5542 0.1117
H 3.2277 5.7818 0.9960 0.1585
H 4.6819 4.8362 1.0064 0.1586
H 1.0800 4.3622 0.2824 0.1681
H 1.5988 3.1692 4.3520 0.1514
C -0.4820 -0.6911 -2.0787 -0.0092
C 1.0008 -0.6229 -2.4480 -0.4122
C 1.9409 -0.4977 -1.2689 -0.1842
F 1.7247 -1.5970 -0.4056 0.0613
F 3.2717 -0.5260 -1.6639 0.0654
F 1.2551 -1.8567 -3.1054 0.0634
F 1.0922 0.3277 -3.3694 0.1447
O -0.6437 0.5977 -1.4348 0.0210
C -1.7152 0.7653 -0.5729 -0.4135
C -1.6757 2.0526 0.2333 -0.2828
F -1.6727 3.1331 -0.5985 0.0878
F -2.8200 2.1307 0.9715 0.0868
F -3.0232 0.6895 -1.1472 0.0760
F -1.6726 -0.2299 0.3956 0.1013
H -0.6430 -1.5051 -1.3046 0.1418
H -1.1057 -0.7795 -2.9247 0.1064
H 1.7653 0.4035 -0.7660 0.1331
H -0.8412 2.0028 0.9341 0.1234
C 4.9454 -2.7700 1.1218 0.0194
C 5.1462 -1.3096 1.3774 -0.5479
O 4.5951 -0.7745 2.3424 -0.0006
N 5.9384 -0.6689 0.5452 0.0467
C 6.0956 0.7788 0.5376 -0.0235
H 4.3822 -3.2660 1.9171 0.0895
H 5.8362 -3.3092 0.9617 0.0693
H 4.3198 -2.8028 0.2364 0.0795
H 6.1959 -1.0944 -0.2962 0.0643
H 5.1586 1.1505 0.9622 0.0828
H 6.2553 1.1075 -0.4580 0.0610
H 6.9013 1.0316 1.1598 0.0711
C -6.4984 2.1415 -3.0034 -0.0100
C -6.8352 0.7960 -2.4181 -0.5195
O -7.6125 -0.0422 -2.8670 0.0222
N -6.1636 0.5101 -1.2275 -0.0218
C -6.5304 -0.6291 -0.4196 -0.0980
H -7.1214 2.4084 -3.8462 0.0733
H -5.4734 2.1344 -3.3850 0.0509
H -6.6157 2.9905 -2.2803 0.0961
H -5.5570 1.1920 -0.7759 0.1209
H -5.7822 -0.5897 0.3823 0.0813
H -6.5220 -1.5442 -1.0408 0.0823
H -7.5491 -0.5722 0.0368 0.0906
C -1.8455 -4.4528 -1.6751 0.0024
C -1.3761 -4.4602 -0.2087 -0.5496
O -0.8703 -3.4582 0.2831 0.0207
N -1.6579 -5.5917 0.4329 0.0394
C -1.1833 -5.8761 1.8296 -0.0312
H -0.9961 -4.0880 -2.2712 0.0907
H -2.6077 -3.7048 -1.6659 0.0536
H -2.1780 -5.4349 -2.0098 0.0793
H -2.0202 -6.3865 -0.0641 0.1265
H -0.5224 -5.1394 2.2510 0.0637
H -0.5090 -6.7532 1.8530 0.0887
H -2.0303 -5.9959 2.4940 0.0674
C -2.2639 -2.7170 3.3927 0.0151
C -1.9093 -3.8162 4.3633 -0.5631
O -2.5386 -4.8444 4.5507 0.0133
N -0.8788 -3.5348 5.2034 -0.0064
C -0.2050 -4.5245 6.0421 -0.0641
H -3.2423 -2.8723 2.9854 0.0816
H -1.5860 -2.7165 2.5511 0.0479
H -2.2482 -1.7963 3.9053 0.0615
H -0.4179 -2.6045 5.0700 0.0891
H 0.5016 -4.0070 6.6527 0.0662
H 0.3354 -5.1997 5.3362 0.0890
H -0.9648 -5.0754 6.6166 0.0848
C 1.1507 -1.5074 2.7157 0.0188
C 1.3354 -0.9819 4.1140 -0.4567
O 0.3333 -0.8812 4.9295 -0.0900
N 2.5747 -0.6469 4.4508 0.0438
C 2.9596 -0.1344 5.7611 -0.0451
H 1.1957 -2.5770 2.6970 0.0851
H 1.8893 -1.0302 2.0754 0.0653
H 0.1726 -1.1990 2.3275 0.0785
H 3.3196 -0.7262 3.7518 0.0925
H 3.6213 0.7015 5.6549 0.0669
H 3.4942 -0.9004 6.3727 0.0977
H 2.0814 0.2177 6.2849 0.0745
C -4.0157 -0.0539 -6.5221 0.0090
C -3.2409 -0.8401 -5.4376 -0.5177
O -2.0342 -0.7605 -5.1634 -0.0071
N -4.0326 -1.7889 -4.8778 0.0171
C -3.6055 -2.7916 -3.8890 -0.0617
H -4.3494 -0.7795 -7.2736 0.0874
H -3.3415 0.7165 -6.8254 0.0634
H -4.8478 0.3826 -5.9206 0.0910
H -5.0327 -1.7695 -5.0859 0.1414
H -4.4157 -3.4739 -3.7319 0.0820
H -3.5182 -2.2163 -2.9906 0.0675
H -2.7239 -3.3738 -4.0656 0.0709
C -2.4446 3.9138 -3.9521 0.0136
C -2.3846 2.4343 -4.3105 -0.5723
O -3.2812 1.6803 -4.0249 0.0365
N -1.3293 2.0387 -4.9852 0.0349
C -0.0520 2.7096 -5.0645 -0.0728
H -1.7041 4.1377 -3.1613 0.0850
H -3.4514 4.1405 -3.6213 0.0783
H -2.1960 4.5312 -4.7932 0.0667
H -1.2266 1.0203 -5.0026 0.1041
H -0.1439 3.8054 -5.2307 0.0917
H 0.5347 2.2422 -5.8616 0.0924
H 0.5147 2.6173 -4.1746 0.0468
C 5.7276 0.2204 -3.3556 -0.0074
C 5.8293 -1.2465 -3.0844 -0.5413
O 6.4898 -1.7143 -2.1520 0.0138
N 5.2959 -2.0132 -4.0525 0.0369
C 4.3196 -1.5505 -5.0883 -0.0510
H 4.7221 0.6087 -3.1212 0.0798
H 5.9164 0.5039 -4.4191 0.1027
H 6.3867 0.7903 -2.7725 0.0528
H 5.3133 -2.9989 -3.9872 0.1230
H 3.6914 -2.3882 -5.4064 0.0862
H 4.8311 -1.2230 -5.9980 0.0855
H 3.6246 -0.8792 -4.6049 0.0639
C -1.6907 3.8113 3.8842 0.0069
C -1.0201 2.4745 3.7747 -0.5287
O -0.2779 2.2051 2.8519 0.0113
N -1.3072 1.5832 4.7959 0.0361
C -2.2752 1.7848 5.8471 -0.0868
H -1.3359 4.3869 3.0307 0.0854
H -1.3532 4.2326 4.8253 0.0896
H -2.7542 3.6822 3.9623 0.0737
H -0.7760 0.7454 4.9144 0.0757
H -2.6534 0.7676 6.0957 0.0993
H -3.1257 2.4190 5.5845 0.0785
H -1.8587 2.1698 6.7630 0.0747